(1)
Here is a molecular structure, C24H47BBe2Br2Cl2CsF2NO6PS from OMol25. Energies are from ωB97M-V/def2-TZVPD.

XYZ file:
```
90
C24H47BBe2Br2Cl2CsF2NO6PS (ωB97M-V/def2-TZVPD)
C 3.088 -4.510 4.621
C 2.412 -5.066 3.256
P 0.597 -5.376 3.649
C 0.040 -7.095 3.224
C -0.685 -7.278 1.887
B -0.616 -4.024 2.917
C -1.756 -3.749 4.059
C -2.998 -4.586 3.725
C -3.902 -4.852 4.938
Cl -5.576 -4.283 4.658
C 0.196 -2.650 2.491
C -0.721 -1.650 1.758
O -1.921 -1.643 1.804
F -0.103 -0.677 0.923
H 4.148 -4.748 4.632
H 2.629 -4.955 5.495
H 2.941 -3.412 4.766
H 2.616 -4.312 2.458
H 2.966 -5.962 2.998
H 0.926 -7.724 3.249
H -0.627 -7.404 4.022
H -1.438 -6.528 1.684
H -1.214 -8.231 1.936
H 0.024 -7.391 1.073
H -1.223 -4.394 1.888
H -1.354 -4.064 5.020
H -2.012 -2.701 4.116
H -3.582 -4.074 2.965
H -2.694 -5.545 3.312
H -3.498 -4.439 5.853
H -3.979 -5.923 5.086
H 0.698 -2.159 3.428
H 1.010 -2.965 1.751
Cs 2.079 -1.448 3.119
Be -1.544 -2.279 0.008
C -1.763 2.991 6.041
C -2.040 2.744 7.509
O -0.871 2.027 7.946
S 0.401 2.515 7.156
O 1.138 3.440 7.896
O 0.963 1.354 6.513
O -0.372 3.271 5.952
H -1.965 2.058 5.421
H -2.348 3.811 5.634
H -2.935 2.151 7.675
H -2.116 3.678 8.066
Br -1.325 -1.204 6.115
Br 0.157 -3.158 -1.488
F -3.105 -0.930 -2.309
C -2.633 0.281 -2.743
C -2.515 1.296 -1.820
C -2.029 2.525 -2.233
C -1.683 2.722 -3.559
C -1.817 1.686 -4.475
C -2.291 0.446 -4.064
H -2.801 1.124 -0.788
H -1.922 3.331 -1.521
H -1.310 3.687 -3.876
H -1.551 1.842 -5.511
H -2.394 -0.377 -4.757
C -0.847 6.339 -6.820
C 0.611 6.573 -6.483
N 1.243 5.460 -5.806
C 2.536 5.788 -5.235
C 3.670 6.170 -6.195
C 1.158 4.181 -6.482
C 1.730 4.079 -7.903
H -1.410 6.057 -5.900
H -1.288 7.249 -7.221
H -0.981 5.555 -7.570
H 0.662 7.443 -5.824
H 1.145 6.848 -7.410
H 2.866 4.954 -4.610
H 2.386 6.619 -4.540
H 4.066 5.303 -6.721
H 4.496 6.599 -5.626
H 3.357 6.912 -6.928
H 0.104 3.888 -6.521
H 1.628 3.419 -5.853
H 1.432 4.919 -8.531
H 1.355 3.171 -8.381
H 2.816 4.012 -7.904
C 4.397 -2.512 -2.246
O 3.749 -1.857 -1.152
H 5.403 -2.112 -2.330
H 4.453 -3.588 -2.070
H 3.857 -2.323 -3.177
H 2.860 -2.223 -1.096
Cl -2.588 6.724 -4.345
Be -0.669 1.145 5.328
```

Computed properties:
HOMO level: -8.14 eV
multiplicity: 1
total charge: +1
HOMO-LUMO gap: 1.288 eV

---

(2)
Here is a molecular structure, C25H33AsN2PtS from OMol25. Energies are from ωB97M-V/def2-TZVPD.

XYZ file:
```
63
C25H33AsN2PtS (ωB97M-V/def2-TZVPD)
Pt -0.538 -0.342 0.577
C -1.556 -0.952 2.541
C -1.269 0.455 2.762
C 0.135 0.577 2.918
C 0.724 -0.727 2.848
C -0.301 -1.648 2.413
C -0.133 -3.133 2.412
C 2.134 -1.039 3.169
C 0.883 1.810 3.277
C -2.267 1.551 2.905
C -2.907 -1.554 2.442
H -1.016 -3.638 2.025
H 0.027 -3.489 3.432
H 0.728 -3.436 1.817
H 2.826 -0.380 2.644
H 2.386 -2.070 2.935
H 2.305 -0.880 4.239
H 1.823 1.884 2.727
H 1.133 1.786 4.341
H 0.291 2.708 3.105
H -2.033 2.393 2.251
H -2.269 1.926 3.931
H -3.274 1.215 2.672
H -3.199 -1.928 3.430
H -2.919 -2.404 1.762
H -3.659 -0.835 2.127
C -0.703 5.116 -0.906
C -0.091 4.349 0.099
C -0.185 2.986 0.074
C -0.904 2.330 -0.970
C -1.494 3.121 -2.002
C -1.395 4.487 -1.946
N -0.985 0.998 -0.954
N -1.595 0.425 -2.069
C -1.531 -0.899 -2.037
C -2.045 -1.642 -3.135
C -1.935 -3.011 -3.143
C -1.321 -3.673 -2.074
C -0.833 -2.960 -0.972
C -0.945 -1.593 -0.925
H -0.633 6.194 -0.877
H 0.465 4.844 0.885
H 0.309 2.376 0.817
H -2.032 2.626 -2.796
H -1.866 5.086 -2.714
H -2.514 -1.099 -3.945
H -2.327 -3.581 -3.974
H -1.218 -4.750 -2.096
H -0.359 -3.505 -0.168
C 4.421 -0.317 -2.077
As 2.499 -0.397 -2.088
C 2.018 -2.072 -2.908
C 1.844 1.043 -3.189
S 1.980 -0.206 0.006
H 4.775 -0.362 -3.107
H 4.808 -1.163 -1.514
H 4.742 0.613 -1.613
H 2.537 -2.136 -3.865
H 0.942 -2.117 -3.071
H 2.334 -2.888 -2.261
H 2.377 1.026 -4.140
H 2.029 1.987 -2.678
H 0.780 0.912 -3.366
```

Computed properties:
HOMO level (spin up / spin down): -12.76 / -14.59 eV
expectation value of S²: 6.08
multiplicity: 5
total charge: +2
HOMO-LUMO gap (spin up / spin down): 7.081 / 5.755 eV

---

Number 1: calculated total energy -8530.26458 a.u.. Number 2: calculated total energy -3834.56381 a.u..